{"formula": "C24H45N6OSTeW", "method": "ωB97M-V/def2-TZVPD", "e_lumo_ev": -10.00, "total_energy_ev": -56537.19059, "charge": 3, "orbital_gap_ev": 6.55, "species": ["W", "C", "C", "N", "C", "C", "N", "C", "C", "C", "N", "C", "C", "N", "C", "H", "H", "H", "H", "H", "H", "H", "H", "H", "H", "H", "H", "H", "H", "H", "H", "H", "H", "H", "H", "H", "H", "H", "H", "C", "C", "N", "C", "C", "C", "S", "N", "C", "O", "C", "C", "C", "C", "C", "C", "H", "H", "H", "H", "H", "H", "H", "H", "H", "H", "H", "H", "H", "H", "H", "C", "Te", "C", "H", "H", "H", "H", "H", "H"], "coordinates": [[0.070, 1.047, 0.167], [0.352, 3.992, 2.122], [1.113, 4.115, 0.810], [0.478, 3.260, -0.237], [1.052, 3.456, -1.595], [0.323, 2.540, -2.562], [0.267, 1.132, -2.062], [1.354, 0.284, -2.666], [2.762, 0.672, -2.250], [3.134, 0.429, -0.796], [2.338, 1.226, 0.198], [2.860, 1.005, 1.594], [1.762, 0.581, 2.551], [0.549, 1.432, 2.325], [0.725, 2.789, 2.967], [-0.727, 4.027, 1.936], [0.570, 4.873, 2.729], [2.164, 3.846, 0.939], [1.099, 5.147, 0.455], [-0.449, 3.665, -0.318], [2.123, 3.268, -1.576], [0.926, 4.496, -1.903], [0.797, 2.574, -3.543], [-0.703, 2.889, -2.688], [-0.601, 0.746, -2.433], [1.267, 0.365, -3.751], [1.151, -0.750, -2.395], [2.996, 1.693, -2.560], [3.438, 0.049, -2.840], [4.186, 0.689, -0.655], [3.016, -0.621, -0.551], [2.571, 2.189, -0.016], [3.328, 1.928, 1.940], [3.644, 0.249, 1.576], [2.103, 0.684, 3.582], [1.475, -0.457, 2.394], [-0.210, 0.981, 2.833], [1.771, 2.881, 3.260], [0.143, 2.801, 3.887], [-4.667, -2.223, 1.968], [-4.283, -1.859, 0.541], [-3.010, -2.470, 0.114], [-3.073, -3.870, -0.389], [-2.656, -4.895, 0.654], [-1.845, -1.883, 0.242], [-1.774, -0.308, 1.052], [-0.754, -2.549, -0.139], [0.456, -2.080, -0.077], [0.770, -0.807, 0.014], [1.566, -3.034, -0.136], [1.399, -4.233, -0.835], [2.429, -5.157, -0.873], [3.611, -4.912, -0.184], [3.769, -3.736, 0.541], [2.757, -2.794, 0.555], [-5.588, -1.706, 2.234], [-3.890, -1.925, 2.673], [-4.846, -3.291, 2.076], [-4.199, -0.779, 0.439], [-5.039, -2.199, -0.164], [-2.442, -3.937, -1.272], [-4.103, -4.030, -0.698], [-1.619, -4.759, 0.955], [-2.757, -5.889, 0.220], [-3.291, -4.856, 1.537], [0.471, -4.425, -1.355], [2.308, -6.075, -1.431], [4.407, -5.644, -0.201], [4.678, -3.566, 1.102], [2.868, -1.900, 1.155], [-2.571, 4.285, -0.790], [-2.600, 2.312, 0.058], [-3.367, 1.396, -1.706], [-3.612, 4.542, -0.982], [-2.018, 4.346, -1.727], [-2.187, 5.003, -0.064], [-2.854, 1.782, -2.585], [-4.426, 1.630, -1.777], [-3.231, 0.321, -1.613]], "lowdin_charge": [1.28, -0.15, -0.15, -0.22, -0.15, -0.15, -0.16, -0.15, -0.13, -0.15, -0.13, -0.13, -0.16, -0.17, -0.14, 0.10, 0.15, 0.12, 0.15, -0.01, 0.11, 0.15, 0.15, 0.10, 0.11, 0.14, 0.12, 0.11, 0.15, 0.15, 0.09, 0.08, 0.13, 0.13, 0.15, 0.11, 0.09, 0.13, 0.15, -0.04, -0.21, -0.07, -0.15, -0.04, -0.59, 0.62, 0.16, -0.36, -0.27, -0.15, 0.00, -0.03, -0.02, -0.04, -0.04, 0.10, 0.08, 0.08, 0.07, 0.13, 0.12, 0.13, 0.07, 0.10, 0.07, 0.12, 0.12, 0.13, 0.12, 0.09, -0.36, 1.31, -0.36, 0.04, 0.02, 0.02, 0.02, 0.03, 0.00]}